Below is C32H28Cl2N9O9S2W as an isolated structure, with properties calculated with wB97M-V/def2-TZVPD.

Each line ends with the Löwdin charge.
Cartesian coordinates (Å):
W 0.567 -0.773 -1.005  1.72
Cl 2.234 -4.634 -6.409  0.74
C 2.206 -3.334 -5.290  -0.66
C 1.743 -3.569 -4.013  -0.02
C 1.691 -2.508 -3.109  -0.17
N 1.268 -2.534 -1.794  -0.02
C 0.918 -3.718 -1.165  -0.40
O 0.734 -4.794 -1.669  0.15
C 0.835 -3.518 0.317  -0.17
C 0.828 -4.606 1.163  0.04
C 0.846 -4.383 2.531  0.00
C 0.868 -3.072 2.979  0.00
C 0.854 -2.037 2.062  -0.11
N 0.834 -2.247 0.744  0.01
C 2.112 -1.212 -3.492  -0.18
C 2.598 -0.998 -4.783  -0.01
C 2.636 -2.048 -5.672  -0.66
Cl 3.195 -1.759 -7.268  0.74
N 1.919 -0.270 -2.496  -0.04
C 2.420 1.028 -2.666  -0.44
O 3.148 1.404 -3.539  0.16
C 1.963 1.955 -1.527  -0.63
C 2.274 3.380 -1.823  -0.07
C 3.047 4.112 -1.024  -0.05
C 3.647 3.534 0.166  -0.05
C 3.386 2.267 0.488  -0.05
N 2.531 1.477 -0.284  -0.06
H 1.427 -4.556 -3.726  0.11
H 0.823 -5.597 0.732  0.13
H 0.855 -5.211 3.226  0.13
H 0.901 -2.841 4.034  0.12
H 0.876 -1.014 2.397  0.11
H 2.914 -0.020 -5.101  0.11
H 1.836 3.766 -2.733  0.12
H 3.255 5.148 -1.257  0.11
H 4.300 4.127 0.788  0.11
H 3.771 1.757 1.358  0.13
C -1.801 -0.621 -6.278  0.01
N -1.717 -1.052 -4.884  -0.02
C -2.453 -2.080 -4.418  -0.01
C -2.382 -2.516 -3.131  0.05
C -1.480 -1.822 -2.302  -0.45
O -1.220 -2.062 -1.066  -0.15
N -0.741 -0.807 -2.766  0.02
C -0.787 -0.372 -4.073  -0.48
O -0.090 0.508 -4.520  0.08
H -2.780 -0.871 -6.678  0.10
H -1.024 -1.100 -6.873  0.11
H -1.647 0.453 -6.320  0.10
H -3.111 -2.558 -5.132  0.15
H -2.960 -3.345 -2.756  0.13
O 2.645 -0.250 1.142  -0.01
C 2.140 0.218 0.135  -0.48
C -0.166 3.653 6.618  -0.11
C -1.682 3.667 6.743  -0.28
S -2.473 3.665 5.124  0.66
O -1.637 4.378 4.186  -0.32
O -3.852 4.039 5.244  -0.29
C -2.416 1.921 4.588  -0.19
C -2.888 1.910 3.132  -0.13
N -2.241 0.874 2.327  0.06
C -1.190 1.070 1.515  -0.28
N -0.922 -0.054 0.809  0.01
C -1.816 -0.996 1.246  -0.05
C -2.645 -0.436 2.161  -0.11
N -3.617 -1.136 2.951  -0.33
O -3.763 -2.313 2.688  0.11
O -4.281 -0.499 3.749  0.10
C -0.405 2.329 1.585  0.01
H 0.293 3.865 7.582  0.08
H 0.153 4.414 5.909  0.07
H 0.202 2.686 6.274  0.07
H -2.052 4.570 7.227  0.11
H -2.081 2.798 7.268  0.10
H -3.064 1.335 5.234  0.10
H -1.377 1.604 4.682  0.11
H -2.660 2.869 2.673  0.12
H -3.960 1.762 3.089  0.13
H -1.862 -2.004 0.887  0.12
H -0.623 2.978 0.742  0.07
H 0.659 2.106 1.542  0.08
H -0.624 2.876 2.502  0.07
S 0.139 1.642 -1.496  0.82

As for the molar mass: 1001.51 u. Its spin multiplicity is 1. Its total charge is +1. The HOMO energy (alpha / beta) comes out at -10.4 / -10.4 eV.